Here is a molecular structure, C14H16Br2ClGeIrNO from the OMol25 dataset. Energies are from wB97M-V/def2-TZVPD.

CARTESIAN COORDINATES (ANGSTROEM)
Ir: -0.599 -1.206 -0.826
Br: 0.103 -1.927 4.193
C: 1.384 -1.578 2.858
C: 2.739 -1.477 3.221
C: 3.705 -1.229 2.289
Br: 5.512 -1.099 2.834
C: 3.358 -1.066 0.926
C: 4.259 -0.813 -0.131
C: 3.793 -0.679 -1.408
C: 2.414 -0.788 -1.653
N: 1.553 -1.020 -0.692
C: 1.995 -1.165 0.588
C: 0.972 -1.432 1.550
O: -0.274 -1.534 1.160
H: 3.006 -1.601 4.261
H: 5.316 -0.730 0.086
H: 4.465 -0.489 -2.233
H: 2.008 -0.685 -2.652
C: -2.605 1.322 1.108
Ge: -2.162 1.736 -0.747
C: -1.595 3.601 -0.935
C: -3.672 1.394 -1.942
C: -0.669 0.568 -1.288
H: -3.625 1.637 1.334
H: -1.926 1.843 1.784
H: -2.512 0.253 1.296
H: -2.408 4.277 -0.666
H: -1.304 3.812 -1.965
H: -0.746 3.814 -0.285
H: -4.521 2.012 -1.647
H: -3.978 0.350 -1.906
H: -3.410 1.641 -2.971
H: 0.221 1.027 -1.742
Cl: -2.022 -3.564 -0.649
C: -2.529 -1.822 -0.964
H: -3.279 -1.561 -0.222
H: -2.966 -1.822 -1.962

Computed properties:
energy relative to the best compared isomer or geometry (same formula, charge and spin): 2.82 kcal/mol
2S+1: 2
total charge: 0
orbital gap (spin up / spin down): 7.43 / 6.83 eV
lowest unoccupied orbital energy (spin up / spin down): -0.50 / -1.19 eV

Here is a molecular structure, C12H27BBaF4N5O10 at a distorted geometry from the OMol25 dataset. Energies are from wB97M-V/def2-TZVPD.

CARTESIAN COORDINATES (ANGSTROEM)
Ba: -0.033 -0.769 -0.586
B: -2.788 -2.273 -0.257
F: -3.532 -3.117 0.543
F: -3.399 -1.933 -1.511
F: -2.480 -1.194 0.520
F: -1.674 -2.938 -0.664
C: 2.926 2.398 -1.814
C: 2.253 1.801 -2.812
C: 2.024 2.488 -4.132
O: 1.580 1.812 -5.186
C: 2.497 3.721 -4.345
C: 3.362 4.453 -3.316
C: 3.659 3.592 -1.952
O: 4.442 4.168 -1.194
O: 3.835 5.578 -3.481
O: 1.679 0.634 -2.468
H: 3.070 2.045 -0.804
H: 2.255 4.259 -5.250
C: -0.235 -3.336 2.294
O: 0.256 -2.677 1.382
N: 0.477 -3.872 3.223
N: -1.480 -3.515 2.476
H: 0.094 -4.677 3.697
H: 1.478 -3.738 3.206
H: -1.942 -4.018 3.220
H: -2.090 -3.208 1.731
C: 1.721 -3.946 -1.201
O: 1.467 -2.767 -1.431
N: 1.922 -4.480 -0.052
N: 1.788 -4.821 -2.205
H: 2.359 -5.386 0.038
H: 1.664 -3.856 0.699
H: 2.027 -5.767 -1.944
H: 1.896 -4.396 -3.114
C: 0.154 1.482 3.157
C: -1.053 1.703 2.330
C: -1.880 3.047 2.541
O: -3.206 2.703 2.122
C: -4.175 3.629 2.513
N: -0.661 1.438 0.938
H: 0.594 0.495 3.016
H: -0.194 1.556 4.187
H: 0.801 2.349 3.024
H: -1.810 0.939 2.513
H: -1.536 3.900 1.956
H: -1.661 3.281 3.583
H: -5.073 3.012 2.476
H: -4.228 4.490 1.847
H: -4.240 3.869 3.574
H: -1.529 1.507 0.428
H: -0.300 2.337 0.653
O: -1.651 1.339 -1.559
H: -1.445 1.581 -2.462
H: -2.481 1.778 -1.376
O: -1.227 -1.148 -2.944
H: -2.019 -1.615 -2.679
H: -1.371 -0.933 -3.866
O: 2.732 -0.831 0.414
H: 3.127 -0.603 -0.428
H: 3.254 -1.568 0.732

Computed properties:
2S+1: 2
total charge: 0
orbital gap (spin up / spin down): 7.36 / 5.94 eV
lowest unoccupied orbital energy (spin up / spin down): -0.29 / -1.69 eV

Here is a molecular structure, C20H28EuNO3P at a distorted geometry from the OMol25 dataset. Energies are from wB97M-V/def2-TZVPD.

CARTESIAN COORDINATES (ANGSTROEM)
C: -2.772 0.254 -4.075
C: -2.570 -0.963 -3.444
C: -1.752 -1.028 -2.311
C: -1.126 0.144 -1.893
C: -1.295 1.361 -2.536
C: -2.212 1.433 -3.600
C: -1.693 -2.336 -1.566
C: -0.264 -2.956 -1.408
N: 0.779 -1.925 -1.150
Eu: -0.357 -0.380 0.584
C: -0.578 2.590 -2.072
P: 1.023 1.964 -1.197
H: -3.022 -1.874 -3.819
H: -2.451 2.404 -4.036
H: -3.400 0.286 -4.960
H: -1.154 3.190 -1.316
H: -0.251 3.241 -2.917
H: -2.155 -2.308 -0.556
H: -2.228 -3.115 -2.102
H: -0.226 -3.695 -0.569
C: 1.469 3.619 -0.494
C: 1.868 2.300 -2.803
H: 0.061 -3.440 -2.367
C: 1.341 -1.492 -2.449
C: 1.859 -2.556 -0.368
H: -0.313 1.573 0.836
H: 1.763 -2.409 -2.913
H: 0.570 -1.111 -3.122
H: 2.124 -0.726 -2.337
H: 2.262 -3.375 -1.013
H: 2.654 -1.834 -0.096
H: 1.432 -2.990 0.549
H: 1.723 3.379 -2.975
H: 2.935 2.076 -2.733
H: 1.446 1.743 -3.644
H: 1.550 4.350 -1.328
H: 0.711 3.913 0.248
H: 2.441 3.446 0.004
H: 1.312 1.241 0.503
O: -0.314 0.095 2.961
C: -0.360 -0.581 4.182
C: 0.093 0.073 5.335
C: 0.176 -0.632 6.539
C: -0.191 -1.991 6.570
C: -0.657 -2.597 5.404
C: -0.761 -1.923 4.180
C: -1.240 -2.616 2.927
O: -1.226 -3.886 2.988
O: -1.585 -1.856 1.911
H: -0.136 1.051 3.105
H: 0.400 1.127 5.260
H: 0.522 -0.087 7.426
H: -0.115 -2.531 7.512
H: -0.946 -3.650 5.392

Computed properties:
energy relative to the best compared isomer or geometry (same formula, charge and spin): 0.00 kcal/mol
2S+1: 8
total charge: 0
orbital gap (spin up / spin down): 4.93 / 5.90 eV
lowest unoccupied orbital energy (spin up / spin down): 0.47 / -2.07 eV

Here is C4H5N3O in the gas phase at a distorted geometry from the OMol25 dataset. Energies are from wB97M-V/def2-TZVPD.

CARTESIAN COORDINATES (ANGSTROEM)
C: 0.566 -1.024 0.061
C: -1.583 0.496 0.051
C: -0.317 1.207 0.153
C: 0.823 0.411 -0.072
H: 2.468 -1.198 0.075
H: -2.453 -1.369 -0.174
H: -2.612 0.814 -0.041
H: -0.294 2.186 0.651
H: 1.982 1.856 -0.428
N: -0.552 -1.590 0.154
N: -1.688 -0.825 -0.305
N: 2.064 0.832 -0.153
O: 1.596 -1.797 0.029

Computed properties:
energy relative to the best compared isomer or geometry (same formula, charge and spin): 79.26 kcal/mol
total charge: 0
orbital gap: 8.68 eV
lowest unoccupied orbital energy: 0.21 eV

Calculated values (Ha) of total energy for the records, taken in order: -8462.47644; -1949.75428; -2110.67863; -394.84125.